# 1
99
Properties=species:S:1:pos:R:3 method="wB97M-V/def2-TZVPD" s2=0.79 de_lowest_kj_mol=237.1 spin_multiplicity=2 e_tot_ev=-250651.5022 e_homo_ev="-8.48 / -8.48" homo_lumo_gap_ev="7.36 / 5.08" total_charge=0
Sn 1.03399 0.43170 -0.92682
C -3.04825 1.07426 -3.38117
C -2.04962 1.41120 -2.46333
N -0.97696 0.65554 -2.64119
N -1.24851 -0.18967 -3.65584
C -2.49046 0.05743 -4.11981
B -0.20597 -1.27384 -3.98894
N -0.37728 -2.35068 -2.88105
C -0.24422 -3.68893 -2.98470
C -0.69252 -4.26324 -1.81785
C -1.08531 -3.17422 -1.03529
N -0.88400 -2.02659 -1.67152
N 1.21948 -0.60123 -3.99992
C 2.40887 -1.19782 -4.26465
C 3.34027 -0.21387 -4.50047
C 2.62545 0.98613 -4.34605
N 1.35927 0.74527 -4.05674
N -0.39062 -1.98250 -5.35662
C -1.40526 -2.03325 -6.25401
C -1.03434 -2.85762 -7.28717
C 0.25441 -3.28747 -6.93449
N 0.62212 -2.76267 -5.78074
H -4.03067 1.49859 -3.48973
H -2.03811 2.16589 -1.69241
H -2.93908 -0.49795 -4.92003
H 0.15195 -4.14658 -3.87418
H -0.72175 -5.30615 -1.55772
H -1.52033 -3.18503 -0.04585
H 2.51262 -2.26485 -4.28206
H 4.37958 -0.33616 -4.75718
H 2.97725 2.00148 -4.44294
H -2.32660 -1.49731 -6.13237
H -1.60548 -3.11580 -8.16179
H 0.91696 -3.94975 -7.46725
N 4.24984 -1.84788 2.87966
C 4.24080 -1.11395 1.55852
C 5.57320 -1.30084 0.85404
P 2.93152 -2.01897 0.63082
O 1.59932 -1.38549 1.37645
O 3.10006 -3.41886 1.15156
O 2.93378 -1.65949 -0.80808
P 3.83515 0.68065 1.75070
O 2.99391 0.59980 3.16810
O 5.08184 1.43924 1.93369
O 2.84795 1.07360 0.67834
H 3.80197 -2.78513 2.58381
H 3.66473 -1.32602 3.53887
H 5.18508 -1.96878 3.25829
H 5.84370 -2.35878 0.80658
H 6.35358 -0.73442 1.36428
H 5.48636 -0.92951 -0.16611
H 0.79287 -1.76495 0.98200
H 2.05892 0.72112 2.95929
Br -1.29222 4.66426 1.56592
C 0.39549 4.73013 0.74726
C 1.17673 5.85842 0.87752
C 2.41803 5.90036 0.26697
Br 3.42783 7.48138 0.44013
C 2.92726 4.79750 -0.47967
C 4.20260 4.76379 -1.07141
C 4.61661 3.62417 -1.71081
C 3.74310 2.53423 -1.78226
N 2.51984 2.57367 -1.29880
C 2.11632 3.65509 -0.63400
C 0.79612 3.57850 -0.01392
O 0.07908 2.56687 -0.11121
H 0.82231 6.70487 1.44707
H 4.84771 5.62720 -0.99264
H 5.60329 3.56197 -2.14621
H 4.04404 1.60479 -2.24894
C -4.98913 -0.95911 8.23824
C -4.55449 -1.41884 6.85540
S -4.53811 0.01966 5.76358
O -3.36366 0.80433 6.06126
O -5.82192 0.66349 5.80806
C -4.29168 -0.66207 4.09981
C -4.02135 0.51434 3.16106
N -3.23812 0.11442 2.00377
C -1.90370 0.25748 1.87680
N -1.46975 -0.23172 0.72308
C -2.55062 -0.70894 0.06547
C -3.66655 -0.51031 0.83706
N -5.00216 -0.88356 0.54611
O -5.22481 -1.30159 -0.57264
O -5.84617 -0.77828 1.43055
C -1.02989 0.89590 2.89200
H -4.97662 -1.79356 8.93694
H -5.99578 -0.54695 8.19630
H -4.31684 -0.18449 8.60597
H -5.24911 -2.13808 6.42196
H -3.53728 -1.80786 6.85065
H -5.18706 -1.20723 3.81198
H -3.42834 -1.32580 4.16292
H -3.46335 1.27935 3.70012
H -4.96370 0.93708 2.82948
H -2.46729 -1.17170 -0.90379
H -1.33656 1.92510 3.07591
H -0.01878 0.90069 2.49272
H -1.05280 0.36544 3.84532

# 2
17
Properties=species:S:1:pos:R:3 method="wB97M-V/def2-TZVPD" de_lowest_kj_mol=292.5 spin_multiplicity=1 e_tot_ev=-11822.9300 e_homo_ev=-13.30 homo_lumo_gap_ev=8.14 total_charge=+1
C -2.56528 0.75070 0.06134
C -1.98860 0.13651 -1.05537
C -0.74442 -0.10704 0.78268
C 0.47060 -0.64580 1.22907
C 0.09831 -1.39263 -0.81221
N -1.78761 0.56854 1.12113
N -0.83341 -0.49164 -0.62740
N 2.42894 0.94124 0.05333
O 0.72522 -1.70493 0.26807
H -3.45988 1.33498 -0.06762
H -2.36659 0.06152 -1.94509
H 1.33605 0.05522 0.81067
H 0.59802 -0.97960 2.35685
H 0.27159 -1.92722 -1.68534
H 2.62677 1.89859 0.48915
H 1.96655 1.09213 -0.86029
H 3.22372 0.40946 -0.11896

# 3
9
Properties=species:S:1:pos:R:3 method="wB97M-V/def2-TZVPD" de_lowest_kj_mol=464.3 spin_multiplicity=1 e_tot_ev=-17835.0673 e_homo_ev="-8.33 / -8.35" homo_lumo_gap_ev="7.56 / 7.55" total_charge=0
C 0.01615 0.50194 -0.25485
C 1.85897 -1.05826 -0.17790
N -1.13508 0.00507 0.15852
O 0.49772 1.60610 -0.28587
O 1.96993 -2.22568 -0.13732
O -2.42136 0.51093 -0.11309
I 3.31523 0.45960 0.00366
H -1.38661 -0.97601 0.18966
H -2.71494 1.17631 0.61721

# 4
13
Properties=species:S:1:pos:R:3 method="wB97M-V/def2-TZVPD" de_lowest_kj_mol=117.2 spin_multiplicity=1 e_tot_ev=-9272.2871 e_homo_ev=-8.15 homo_lumo_gap_ev=9.14 total_charge=0 smiles=COc1c[nH]cn1
C 2.26550 0.27513 -0.34839
O 1.36487 -0.74917 0.03452
C 0.08644 -0.35418 0.17483
C -0.98254 -1.18493 0.32263
N -2.08566 -0.34274 0.32871
C -1.60898 0.92533 0.18792
N -0.30178 0.96080 0.12784
H 1.91478 0.80881 -1.23930
H 3.20845 -0.22865 -0.56316
H 2.39408 0.99820 0.46163
H -1.07046 -2.25225 0.44875
H -2.92900 -0.65095 -0.12870
H -2.25570 1.79461 0.19274